[1]
Here is the molecule C4H14P4 in a non-equilibrium geometry from the OMol25 dataset. Energies are from ωB97M-V/def2-TZVPD.

Each line ends with the natural charge from an NBO analysis.
Cartesian coordinates (Å):
C1 -1.72708 -0.44443 0.87177  -0.6513
C2 -0.87914 -0.42841 -0.35907  -0.2426
C3 -1.52807 0.56647 -1.35760  -0.6177
C4 -0.87380 -1.83276 -1.04535  -0.6477
P1 1.00653 0.02796 -0.32174  0.2270
P2 1.42293 -1.48661 1.05507  -0.0216
P3 0.93743 1.70943 0.95744  -0.0356
P4 3.09501 1.95295 1.10160  -0.0154
H1 -2.48210 0.33872 0.85093  0.2149
H2 -2.29473 -1.39123 0.99192  0.2189
H3 -1.06683 -0.28402 1.75655  0.2219
H4 -1.04154 0.63525 -2.24042  0.2050
H5 -1.62640 1.53912 -0.85164  0.2046
H6 -2.63447 0.30772 -1.47375  0.2070
H7 -0.25204 -1.56260 -1.94881  0.2169
H8 -0.46568 -2.48853 -0.22200  0.2137
H9 -1.82728 -2.33689 -1.36480  0.2255
H10 2.57457 -0.99594 1.57960  0.0007
H11 2.15460 -2.35787 0.21463  0.0163
H12 1.00970 2.67346 -0.29073  0.0374
H13 3.12559 2.97798 2.10575  0.0091
H14 3.37280 2.88024 -0.00935  0.0129

Properties
SMILES = CC(C)(C)P(#[PH2])[PH]#[PH2]
Total charge = 0
HOMO = -0.304 Ha
Energy above the lowest of the compared OMol25 structures with the same formula, charge and spin = 0.0 kcal per mole
Max |F| = 0.094 Eh/bohr
Multiplicity = 1
HOMO-LUMO gap = 8.7234 eV

***

[2]
Here is a cluster of 2 separate species, C4H14SSi2 in total in a non-equilibrium geometry from the OMol25 dataset. Energies are from ωB97M-V/def2-TZVPD.

Each line ends with the natural charge from an NBO analysis.
Cartesian coordinates (Å):
C1 0.00772 1.92604 2.08837  -1.1329
C2 0.07244 -1.18930 2.60498  -1.0333
C3 -0.94169 -0.04930 -0.14416  -1.1156
C4 0.97471 -0.05791 -4.93186  -0.6500
Si1 1.71636 1.14083 -2.07296  0.4365
Si2 0.22563 0.26427 1.30888  1.3718
S1 1.70880 -0.63756 -3.27104  -0.2879
H1 0.75706 2.53733 1.61422  0.2387
H2 -0.90370 2.41319 1.83827  0.2386
H3 0.01512 2.09386 3.18267  0.2505
H4 -0.93111 -1.28479 2.87780  0.2229
H5 0.28898 -1.97600 2.04469  0.2154
H6 0.66576 -1.10565 3.53191  0.2355
H7 -1.78373 -0.65398 0.24742  0.2374
H8 -1.22607 0.90801 -0.50324  0.2382
H9 -0.47965 -0.52872 -1.05315  0.2541
H10 1.62029 -0.51816 -5.67279  0.2298
H11 0.89788 1.01481 -4.88860  0.2257
H12 0.03474 -0.51659 -4.84941  0.2180
H13 1.01250 2.27636 -2.79310  -0.1736
H14 1.58560 0.36270 0.77091  -0.2198

Properties
Total charge = 0
HOMO (spin up / spin down) = -0.233 / -0.346 Ha
Energy above the lowest of the compared OMol25 structures with the same formula, charge and spin = 0.0 kcal per mole
Max |F| = 0.091 Eh/bohr
Multiplicity = 3
HOMO-LUMO gap (spin up / spin down) = 7.1420 / 7.5122 eV

***

[3]
Here is the ion C4H15BBr2N2O3P with charge -1 in a non-equilibrium geometry from the OMol25 dataset. Energies are from ωB97M-V/def2-TZVPD.

Each line ends with the natural charge from an NBO analysis.
Cartesian coordinates (Å):
C1 3.13365 0.54352 0.76442  -0.5966
C2 1.64758 0.39195 1.03384  -0.4475
C3 0.80652 -0.59524 0.18952  -0.4605
Br1 2.01573 -1.87069 -0.77182  -0.1121
P1 -0.40301 0.20470 -1.13962  0.9830
N1 0.69478 1.55986 -1.51392  -1.1890
Br2 -1.90904 1.19647 -2.80624  -0.5352
C4 -1.29938 1.20975 0.26503  -0.4071
O1 -1.74455 0.23676 1.18072  -0.3140
O2 -2.48117 0.93165 2.18851  -0.4697
B1 -1.70688 -1.29934 -0.95503  0.8278
N2 -1.34181 -2.68583 -0.57067  -1.2071
O3 -3.03187 -1.12677 -1.21359  -0.8895
H1 3.47330 1.38268 1.35961  0.1910
H2 3.36206 0.78203 -0.25816  0.2039
H3 3.69561 -0.29741 1.10543  0.2022
H4 1.23349 1.38388 1.02151  0.2109
H5 1.58381 0.05309 2.05709  0.1853
H6 0.29766 -1.22764 0.87867  0.1891
H7 0.22653 -0.51106 -2.23222  -0.1295
H8 0.64906 2.33932 -0.87374  0.3499
H9 1.64169 1.25022 -1.67536  0.3598
H10 -2.12216 1.75895 -0.14579  0.2097
H11 -0.67085 1.91334 0.80908  0.1557
H12 -2.55181 0.23932 2.85629  0.4519
H13 -0.58977 -3.06519 -1.12528  0.3937
H14 -1.14071 -2.79241 0.41142  0.3761
H15 -3.46844 -1.90590 -0.83970  0.4680

Properties
Total charge = -1
HOMO = -0.144 Ha
Max |F| = 0.025 Eh/bohr
Multiplicity = 1
HOMO-LUMO gap = 6.8316 eV

***

[4]
Here is a cluster of 2 separate species, C4H15BN2 in total in a non-equilibrium geometry from the OMol25 dataset. Energies are from ωB97M-V/def2-TZVPD.

Each line ends with the natural charge from an NBO analysis.
Cartesian coordinates (Å):
B1 0.08755 0.30811 0.01865  0.5507
C1 0.74703 0.12589 3.85286  -0.4505
C2 -1.04976 -1.48533 -3.48330  -0.5014
C3 0.81652 0.63664 1.34076  -0.5622
C4 0.79664 0.60529 -1.29044  -0.4315
N1 -0.00866 0.38503 2.60713  -0.4808
N2 -1.23535 -0.14331 -3.06227  -0.4590
H1 -1.00781 0.43167 0.02915  -0.0342
H2 0.15373 -0.66454 4.52048  0.2641
H3 1.76576 -0.29028 3.68330  0.2546
H4 0.79074 0.94221 4.47606  0.2474
H5 -0.60893 -1.57529 -4.58185  0.2880
H6 -0.27955 -2.10657 -2.93359  0.2644
H7 -1.95160 -2.06093 -3.37428  0.2670
H8 1.78949 0.11676 1.28729  0.2782
H9 1.04371 1.62743 1.38037  0.2707
H10 0.80216 -0.24386 -2.06628  0.2466
H11 1.08067 1.62286 -1.50134  0.2588
H12 -0.42744 1.32967 2.70393  0.4494
H13 -0.72756 -0.26743 2.49264  0.4373
H14 -1.98047 0.18639 -2.55993  0.4161
H15 -0.59688 0.51957 -3.53935  0.4263

Properties
Total charge = +2
HOMO (spin up / spin down) = -0.618 / -0.697 Ha
Energy above the lowest of the compared OMol25 structures with the same formula, charge and spin = 87.8 kcal per mole
Max |F| = 0.097 Eh/bohr
Multiplicity = 1
HOMO-LUMO gap (spin up / spin down) = 6.0507 / 9.9258 eV

***

[5]
Here is a structure of composition C4H15GaNO3P2 in a non-equilibrium geometry from the OMol25 dataset. Energies are from ωB97M-V/def2-TZVPD.

Each line ends with the natural charge from an NBO analysis.
Cartesian coordinates (Å):
C1 -1.03982 -0.94983 2.85234  -0.6065
C2 -2.04870 -1.64789 1.95911  -0.3863
C3 -1.59939 -1.84607 0.52457  -0.3906
C4 -1.63210 -0.55484 -0.32383  -0.8999
Ga1 0.18872 0.35049 -0.49538  1.0358
N1 0.08606 2.28893 -0.75145  -1.3752
P1 1.48911 -0.42109 -2.30890  -0.4887
P2 3.19430 0.88602 -2.06941  2.1157
O1 4.44889 0.43547 -2.64169  -1.1188
O2 2.77177 2.32966 -2.65325  -1.0184
O3 3.31024 1.11870 -0.49091  -1.0035
H1 -1.26864 -1.17218 3.88869  0.1882
H2 -1.04754 0.12678 2.73748  0.2035
H3 -0.04023 -1.28352 2.61668  0.2173
H4 -2.99720 -1.12240 1.95132  0.1828
H5 -2.24489 -2.62843 2.38613  0.1810
H6 -0.59489 -2.26413 0.53488  0.1883
H7 -2.22357 -2.60643 0.06439  0.1813
H8 -2.27132 0.14106 0.21433  0.1897
H9 -2.11146 -0.75473 -1.27590  0.2027
H10 1.02875 0.03723 0.82841  -0.3351
H11 -0.36006 2.53499 -1.62599  0.3524
H12 -0.43850 2.68336 0.02010  0.3552
H13 0.95522 0.12050 -3.50119  0.0035
H14 1.92619 2.57331 -2.22475  0.5109
H15 2.51907 1.62505 -0.21579  0.5146

Properties
Total charge = -1
HOMO = -0.176 Ha
Max |F| = 0.024 Eh/bohr
Multiplicity = 1
HOMO-LUMO gap = 7.9940 eV

***

[6]
Here is a structure of composition C4H15LiNO3 in a non-equilibrium geometry from the OMol25 dataset. Energies are from ωB97M-V/def2-TZVPD.

Each line ends with the natural charge from an NBO analysis.
Cartesian coordinates (Å):
Li1 -0.19167 0.55054 -0.81650  0.8189
O1 -1.51580 0.93481 -1.15983  -0.9583
H1 -2.28103 0.36020 -1.18177  0.5002
H2 -1.87932 1.81502 -1.06335  0.5046
O2 0.79906 1.35837 -1.31367  -0.9641
H3 1.01389 2.03612 -0.67278  0.5048
H4 1.39618 1.52072 -2.04395  0.5151
C1 1.98599 -1.13951 0.16284  -0.6260
C2 0.46830 -1.42098 -0.03056  -0.0912
C3 -0.54413 -0.61849 0.89235  -0.1380
O3 -0.47713 0.83200 0.75413  -0.5983
C4 -1.06024 1.47096 1.86608  -0.2541
N1 0.14796 -1.22391 -1.45517  -0.8656
H5 2.23254 -1.46755 1.17265  0.2314
H6 2.25963 -0.11074 -0.07136  0.2167
H7 2.60256 -1.69007 -0.54766  0.2273
H8 0.36360 -2.49671 0.11061  0.2159
H9 -0.40844 -1.06640 1.87676  0.2295
H10 -1.56533 -0.95712 0.71751  0.1859
H11 -2.10197 1.15401 1.91538  0.1870
H12 -0.88641 2.54600 1.81935  0.2107
H13 -0.43514 1.09925 2.67798  0.1975
H14 -0.71146 -1.74140 -1.57229  0.3629
H15 0.78836 -1.74512 -2.03682  0.3873

Properties
Total charge = +1
HOMO = -0.514 Ha
Energy above the lowest of the compared OMol25 structures with the same formula, charge and spin = 121.8 kcal per mole
Max |F| = 0.193 Eh/bohr
Multiplicity = 1
HOMO-LUMO gap = 10.9630 eV

***

Q: What is the formula in the third record?
A: C4H15BBr2N2O3P

***

Copy entry 1 word for word.
Here is the molecule C4H14P4 in a non-equilibrium geometry from the OMol25 dataset. Energies are from ωB97M-V/def2-TZVPD.

Each line ends with the natural charge from an NBO analysis.
Cartesian coordinates (Å):
C1 -1.72708 -0.44443 0.87177  -0.6513
C2 -0.87914 -0.42841 -0.35907  -0.2426
C3 -1.52807 0.56647 -1.35760  -0.6177
C4 -0.87380 -1.83276 -1.04535  -0.6477
P1 1.00653 0.02796 -0.32174  0.2270
P2 1.42293 -1.48661 1.05507  -0.0216
P3 0.93743 1.70943 0.95744  -0.0356
P4 3.09501 1.95295 1.10160  -0.0154
H1 -2.48210 0.33872 0.85093  0.2149
H2 -2.29473 -1.39123 0.99192  0.2189
H3 -1.06683 -0.28402 1.75655  0.2219
H4 -1.04154 0.63525 -2.24042  0.2050
H5 -1.62640 1.53912 -0.85164  0.2046
H6 -2.63447 0.30772 -1.47375  0.2070
H7 -0.25204 -1.56260 -1.94881  0.2169
H8 -0.46568 -2.48853 -0.22200  0.2137
H9 -1.82728 -2.33689 -1.36480  0.2255
H10 2.57457 -0.99594 1.57960  0.0007
H11 2.15460 -2.35787 0.21463  0.0163
H12 1.00970 2.67346 -0.29073  0.0374
H13 3.12559 2.97798 2.10575  0.0091
H14 3.37280 2.88024 -0.00935  0.0129

Properties
SMILES = CC(C)(C)P(#[PH2])[PH]#[PH2]
Total charge = 0
HOMO = -0.304 Ha
Energy above the lowest of the compared OMol25 structures with the same formula, charge and spin = 0.0 kcal per mole
Max |F| = 0.094 Eh/bohr
Multiplicity = 1
HOMO-LUMO gap = 8.7234 eV